1.
14
Properties=species:S:1:pos:R:3:forces:R:3 method="wB97M-V/def2-TZVPD" fmax_ev_per_a=3.086 lumo_energy_ev="-13.8920 / -13.8917" charge=+2
O 1.254 -1.533 0.990 1.5 -0.9 0.9
C 2.517 0.444 -0.189 1.6 0.7 -0.8
N -0.118 0.678 0.767 -0.6 -1.8 -0.9
F -2.693 1.502 0.817 0.5 -0.5 -0.4
F -3.411 0.618 -1.017 0.7 -0.3 0.1
O -0.835 -1.130 -1.103 -0.8 0.3 -2.0
In -0.103 -2.432 0.040 -0.6 -2.9 0.7
F 3.680 0.708 0.383 -0.9 -0.3 0.1
S 1.279 0.008 1.184 0.7 2.5 1.2
F 2.091 1.517 -0.830 -0.4 -0.3 0.2
S -0.844 0.353 -0.665 0.1 2.9 0.4
F -2.891 -0.647 0.657 0.5 -0.2 -0.1
C -2.596 0.471 0.008 -2.0 1.1 0.5
F 2.668 -0.557 -1.042 -0.5 -0.2 0.1


2.
20
Properties=species:S:1:pos:R:3:forces:R:3 method="wB97M-V/def2-TZVPD" fmax_ev_per_a=0.407 lumo_energy_ev="-5.7105 / -6.6523" e_above_lowest_kcal_mol=0.00 s_squared=2.098 multiplicity=3 charge=+1
C 2.455 -0.268 -1.491 0.0 0.1 0.0
N 1.397 1.165 0.611 -0.1 0.0 -0.2
F 3.465 -1.090 -1.673 0.0 0.0 0.0
O -0.799 0.737 -0.633 0.1 -0.2 0.2
F -1.795 3.191 0.645 0.0 0.0 0.0
F 1.405 -0.680 -2.197 0.0 0.0 0.1
Se -1.070 -3.376 -0.741 0.2 0.2 -0.1
Se -3.367 -1.224 0.944 0.3 0.1 0.0
O 0.983 -1.331 0.454 0.2 0.2 -0.1
O 3.230 -0.481 1.043 -0.1 0.0 0.0
Te -4.836 -3.315 0.467 -0.3 0.1 0.1
S -0.145 1.229 0.627 0.0 -0.1 0.0
F 2.782 0.957 -1.855 0.0 0.0 0.0
F -0.108 3.419 1.988 0.0 0.0 0.0
Te -3.316 -4.649 -1.080 0.1 -0.2 -0.1
F 0.158 3.699 -0.146 0.0 0.0 0.0
C -0.491 3.047 0.789 -0.1 0.0 0.0
S 2.028 -0.277 0.334 0.1 -0.2 0.2
O -0.790 0.507 1.729 0.0 0.0 -0.1
Mo -1.185 -1.259 0.183 -0.4 0.1 0.1